[1]
The following is a quantum chemistry calculation of a cluster of 8 separate species, C34H92N8O9 in total in a non-equilibrium geometry, from OMol25.

Geometry as XYZ:
```
143
Properties=species:S:1:pos:R:3:forces:R:3
C -4.8423 10.7904 -15.6618 -0.058 0.479 0.662
O -3.7469 10.8306 -16.5478 1.468 0.289 -0.551
C -3.0031 12.0333 -16.7203 -0.770 0.245 2.304
C -2.0461 12.4768 -15.4294 -1.805 -1.290 -2.735
N -1.7855 13.8866 -15.3806 1.482 -1.110 0.432
C -0.5636 14.2589 -14.6700 -0.535 -0.208 0.695
C -0.3610 13.6012 -13.2188 1.010 0.670 -0.191
O 0.3988 12.4032 -13.1089 -1.992 -0.180 -0.091
C 1.7985 12.6082 -13.2056 -0.512 0.616 -0.593
H -4.5718 11.2227 -14.6984 -0.005 0.056 0.255
H -5.1248 9.7543 -15.4747 0.260 0.024 -0.281
H -5.7254 11.3224 -16.0154 0.057 0.140 -0.347
H -3.6999 12.8708 -16.7538 -0.169 0.219 -0.697
H -2.3913 11.9182 -17.6151 -0.165 0.061 0.130
H -1.0564 12.1413 -15.7392 0.248 -0.901 0.802
H -2.4919 12.0316 -14.5400 0.697 0.196 0.274
H -1.8476 14.3530 -16.2742 -0.731 0.617 -0.267
H -0.5099 15.3436 -14.7625 0.215 0.059 0.639
H 0.2015 13.8805 -15.3479 0.515 -0.109 -0.121
H -1.3388 13.5210 -12.7440 0.066 -0.469 -0.034
H 0.2034 14.3164 -12.6204 -0.329 0.571 -0.159
H 2.3362 11.6966 -12.9446 -0.251 0.057 -0.148
H 2.1007 13.4253 -12.5506 0.325 0.030 -0.142
H 1.9111 12.8741 -14.2567 1.066 0.050 -0.105
C 2.5671 20.1541 -11.2120 0.490 0.688 -0.094
C 3.2300 20.5770 -12.5392 -0.596 1.323 -0.687
C 4.7901 20.5168 -12.5901 -1.080 -0.353 -0.712
O 5.3441 21.5842 -11.9112 -0.458 0.964 2.087
C 6.5959 21.3411 -11.3484 1.145 -0.659 -0.602
N 2.5158 20.0255 -13.7060 0.528 -0.818 0.621
H 2.8352 20.8850 -10.4491 0.409 -0.146 0.174
H 2.8459 19.1641 -10.8509 -0.009 -0.155 -0.109
H 1.4838 20.2645 -11.2603 -0.010 -0.343 -0.398
H 2.9828 21.6308 -12.6677 0.237 0.337 0.456
H 5.2133 20.6699 -13.5829 -0.593 -0.837 -0.739
H 5.0523 19.5282 -12.2134 0.602 -0.176 0.292
H 6.9855 22.1744 -10.7637 -0.529 0.081 -0.030
H 7.3119 21.1524 -12.1483 0.370 0.235 -0.376
H 6.6718 20.4124 -10.7829 -0.524 -0.044 0.540
H 2.8776 19.0985 -13.8788 -0.093 -0.311 -0.230
H 2.7502 20.5317 -14.5479 0.165 0.173 -0.183
C 9.7262 19.0870 -19.1460 -1.032 0.429 -0.866
C 9.5165 19.1255 -17.6579 2.898 -0.222 0.954
C 8.0412 19.1285 -17.2032 0.833 -2.077 0.309
O 7.6785 19.0431 -15.7957 -0.413 1.076 -0.285
C 7.7471 17.8350 -15.0259 1.648 0.882 -0.827
N 10.3687 17.9733 -17.1596 -1.314 -0.344 1.016
H 10.7735 19.1639 -19.4383 0.024 0.283 0.344
H 9.1628 19.9186 -19.5692 0.139 0.111 -0.452
H 9.3922 18.1700 -19.6313 -0.332 -0.151 0.292
H 10.1719 19.9228 -17.3074 -1.100 1.192 0.139
H 7.7548 18.1869 -17.6718 -0.897 -0.106 -0.227
H 7.5084 19.9669 -17.6518 0.007 -0.093 0.228
H 8.8168 17.6259 -15.0150 -0.176 -1.022 0.255
H 7.1595 16.9959 -15.3983 -0.061 0.032 -0.300
H 7.5074 18.0424 -13.9830 -0.445 0.367 -0.207
H 10.1742 17.9404 -16.1690 -0.258 -0.525 0.355
H 11.3223 18.2953 -17.0765 0.371 0.175 -0.752
C 2.4524 16.6185 -13.6640 0.097 0.872 1.367
C 3.9121 16.3264 -13.9944 -0.004 -0.548 -0.054
C 4.8103 15.7832 -12.8229 -1.646 -0.786 -0.210
O 4.3317 14.4911 -12.3313 0.404 0.949 1.028
C 4.4930 14.3543 -10.8792 0.158 0.124 -0.518
N 3.8019 15.4713 -15.1571 0.933 -0.669 -0.264
H 1.9923 15.7189 -13.2553 0.189 -0.149 0.396
H 1.7600 16.9279 -14.4469 0.737 0.100 -0.646
H 2.4001 17.4284 -12.9363 -0.279 -0.243 0.429
H 4.5501 17.1391 -14.3415 -0.629 0.820 0.109
H 4.8083 16.5382 -12.0367 -0.001 -0.041 0.265
H 5.8299 15.6810 -13.1947 0.131 -0.118 -0.039
H 5.5095 14.5463 -10.5359 0.296 0.067 -0.379
H 4.2348 13.3517 -10.5383 -0.189 -0.018 -0.549
H 3.8579 15.0459 -10.3257 -0.311 0.192 -0.231
H 3.3869 14.5994 -14.8610 -0.134 -0.346 0.075
H 4.7576 15.2318 -15.3793 0.227 -0.371 -0.657
C 7.4912 8.7881 -14.8261 -0.027 -0.351 0.832
C 7.4623 9.7274 -15.9986 0.292 -0.109 0.154
C 6.7428 11.0584 -15.7087 0.186 -2.037 0.250
O 5.4660 10.6415 -15.2143 -0.204 1.679 -0.234
C 4.6120 11.7618 -15.0291 -1.059 -0.517 -0.530
N 8.8446 9.9608 -16.4187 -0.038 0.030 -0.677
H 8.1970 7.9646 -14.9351 0.221 0.110 -0.414
H 6.5308 8.2934 -14.6810 -0.105 0.363 0.257
H 7.8163 9.3248 -13.9348 -0.218 -0.046 0.214
H 6.8953 9.1949 -16.7622 -0.294 0.282 -0.420
H 6.7218 11.5620 -16.6752 -0.514 0.570 0.061
H 7.2351 11.6528 -14.9390 0.319 0.099 -0.111
H 4.5429 12.3923 -15.9155 0.446 0.153 -0.319
H 4.7635 12.4183 -14.1722 0.701 -0.183 0.318
H 3.5941 11.3825 -14.9390 0.032 -0.329 0.195
H 9.1501 9.0895 -16.8283 0.429 -0.568 0.477
H 8.8422 10.4949 -17.2759 -0.097 0.861 -0.087
C 6.5518 18.4523 -7.1726 -0.311 -1.621 1.427
C 7.3117 17.1761 -7.6936 -1.666 1.928 -0.565
C 6.3726 15.9353 -7.9098 0.324 0.694 2.082
O 7.0895 14.8034 -8.3225 0.027 -1.408 -0.511
C 6.6076 13.5664 -7.7222 -0.373 1.254 0.711
N 7.8122 17.6383 -8.9856 0.169 -1.160 -0.474
H 5.6221 18.6162 -7.7174 0.390 0.354 -0.427
H 7.2005 19.3201 -7.0533 0.027 0.003 -0.828
H 6.2253 18.3127 -6.1421 -0.143 -0.334 0.301
H 8.1421 16.9864 -7.0134 -0.211 -0.676 0.220
H 5.4547 16.0805 -8.4795 0.284 0.562 -0.858
H 5.9377 15.7538 -6.9269 0.139 -0.168 0.538
H 6.8959 12.6352 -8.2098 0.488 0.556 -0.333
H 5.5211 13.5594 -7.6346 -0.302 0.132 -0.485
H 6.9145 13.5808 -6.6764 0.422 -0.302 0.067
H 8.0203 16.7582 -9.4353 0.521 0.037 -0.823
H 8.6992 18.0999 -8.8429 0.150 0.172 -0.122
C 1.0352 12.3576 -7.7412 1.233 1.425 1.026
C 0.6209 12.8511 -9.1190 -2.680 0.450 1.395
C 0.2185 14.4145 -9.1316 1.770 -2.166 1.462
O -0.0822 14.8692 -10.4026 0.999 1.254 -0.658
C -0.0100 16.3220 -10.3719 -0.447 -0.701 -0.182
N 1.5829 12.5464 -10.1238 0.190 0.639 -1.365
H 1.8565 12.9785 -7.3834 0.524 0.384 -0.307
H 1.5042 11.3792 -7.6376 -0.681 -0.335 -0.551
H 0.3620 12.5580 -6.9077 -0.751 -0.487 -0.424
H -0.3474 12.3995 -9.3348 -0.280 -0.530 -0.212
H 1.1061 14.8745 -8.6973 0.326 0.592 -0.293
H -0.5855 14.6735 -8.4427 -0.329 -0.518 0.191
H 0.0069 16.6936 -11.3965 -0.643 -0.049 0.029
H 0.8803 16.7641 -9.9247 0.364 -0.642 0.263
H -0.8554 16.6098 -9.7471 -0.176 0.658 -0.418
H 1.5843 11.5753 -10.4011 0.125 -0.644 0.843
H 1.0969 12.8882 -10.9406 0.394 0.623 -0.473
C 4.2157 18.5683 -17.0510 1.820 -2.298 0.802
C 4.3042 19.9843 -17.4093 -1.711 -1.192 -1.539
C 4.1100 20.1540 -18.9336 2.705 1.193 0.500
O 5.4446 20.1157 -19.4743 0.476 -0.338 -0.416
C 5.5939 20.5039 -20.8601 -1.782 -1.042 1.156
N 3.1527 20.5288 -16.7536 0.008 2.282 1.147
H 5.1746 18.1093 -17.2918 -0.074 -0.526 -0.463
H 3.4027 17.9993 -17.5019 -0.064 0.153 -0.055
H 4.1881 18.4490 -15.9679 -0.369 0.116 0.060
H 5.2924 20.3372 -17.1142 -0.440 0.716 0.232
H 3.7731 21.1881 -19.0056 -0.587 0.039 -0.717
H 3.4503 19.4070 -19.3750 -0.164 0.082 -0.084
H 6.6205 20.4028 -21.2123 -0.031 0.505 0.491
H 5.0836 21.4635 -20.9427 0.625 0.379 -0.542
H 5.0034 19.7812 -21.4233 -0.059 -0.006 -0.488
H 3.1414 21.5253 -16.9183 -0.423 0.325 0.111
H 2.2673 20.1609 -17.0711 0.121 -0.282 -0.249
```
Positions in Å, forces in eV/Å.

lowest unoccupied orbital energy (alpha / beta): -2.831 / -7.403 eV
highest occupied orbital energy (alpha / beta): -10.48 / -10.48 eV
2S+1: 2
max |F|: 3.52 eV/A
orbital gap (alpha / beta): 7.65 / 3.08 eV
total charge: +1

[2]
The following is a quantum chemistry calculation of a structure of composition C13H28AlCl2LiNNaO20P2S2 in a non-equilibrium geometry, from OMol25.

Geometry as XYZ:
```
71
Properties=species:S:1:pos:R:3:forces:R:3
O -0.6422 2.1830 4.0745 -0.997 -1.586 -2.173
C -0.9166 1.4994 3.0884 0.255 0.881 1.935
C -2.1101 0.4426 3.0574 0.880 1.121 -0.815
S -1.4512 -1.2006 3.6489 0.608 -0.647 4.127
O 0.0346 -1.0446 3.6963 -2.075 -0.364 -1.416
O -2.0124 -1.3704 5.0086 0.354 0.564 -2.914
N -1.9969 -2.5017 2.7250 3.123 0.634 -0.432
S -0.7544 -3.1982 1.8603 -3.969 -0.269 -4.173
O -0.1504 -2.2877 0.8289 0.280 -1.021 2.422
O -1.3389 -4.3699 1.1253 1.008 1.336 1.778
P 0.7869 -4.0411 3.1242 1.844 1.205 1.471
P -0.1240 -5.0122 4.8806 -2.799 0.171 0.720
O -1.4565 -4.4042 5.1881 2.575 -1.103 -0.458
O -0.2664 -6.6542 4.4344 1.216 1.544 1.392
O 0.9619 -4.8840 6.1578 -1.068 -1.294 -2.068
H -0.2899 1.7067 2.1715 -0.652 -0.706 0.240
H -2.4648 0.3745 1.9968 0.159 -0.123 0.966
H -2.8850 0.8614 3.7540 0.681 -0.939 -0.579
H 1.4500 -5.0980 2.4299 -1.003 -0.005 -0.071
H -0.2662 -7.1668 5.2655 -0.319 -0.042 -0.470
H 1.1189 -5.7713 6.5352 0.090 0.606 -0.006
O 2.4472 -6.6915 0.9613 0.171 -0.301 -0.289
H 2.8418 -7.4094 1.5036 -0.133 0.135 0.016
H 1.7474 -7.0342 0.3589 -0.107 0.190 0.191
H 3.1342 -6.1905 0.4697 -0.155 0.024 0.113
C 1.3829 -0.3981 -1.0634 -0.263 -0.686 0.477
C -0.0511 -0.2732 -1.5369 0.455 0.222 -0.713
C -0.1333 0.0366 -3.0249 -0.127 -0.123 0.068
O -0.7012 0.7639 -0.8010 -0.077 0.215 0.545
H 1.9278 0.5443 -1.2196 0.036 0.212 -0.049
H 1.4162 -0.6084 0.0086 -0.029 -0.031 -0.069
H 1.9074 -1.1973 -1.5928 0.060 0.101 -0.014
H -0.5816 -1.2025 -1.3227 -0.067 0.225 0.314
H 0.3569 0.9946 -3.2566 0.039 0.095 -0.074
H -1.1731 0.1324 -3.3408 0.093 0.036 -0.014
H 0.3407 -0.7486 -3.6179 -0.004 0.052 0.002
H -0.2586 1.6074 -0.9772 -1.149 -0.937 -0.232
Li 0.9251 2.7300 -1.1355 0.119 1.478 -0.860
C 0.4582 3.9450 -4.4755 0.547 -0.869 -1.143
O -0.6436 3.9247 -5.0418 -0.010 0.097 0.567
O 1.5747 3.6546 -5.0287 1.765 -0.740 -1.230
O 0.6509 4.2644 -3.2265 -0.411 0.628 4.308
Al 3.2694 1.7353 -2.7490 -0.306 0.603 -1.044
C 1.1662 1.3683 6.7674 -0.890 0.707 0.069
C 1.2053 -0.1548 6.5855 1.496 2.104 -0.154
O 2.1996 -0.6304 7.3149 -0.499 -1.086 -0.213
H 2.0936 1.8381 6.4281 0.083 -0.301 -0.003
H 0.3462 1.7779 6.1705 0.018 0.044 0.095
H 0.9932 1.6609 7.8058 0.028 -0.106 -0.055
H 1.2388 -0.3028 5.4911 0.154 -0.875 -0.009
H 0.1671 -0.4980 6.8238 -0.521 -0.280 0.628
C -1.6081 0.4761 9.2693 0.021 0.431 0.320
O -2.0619 0.0579 10.3332 -0.083 -0.110 -0.093
O -1.5834 -0.1685 8.1877 0.058 -0.984 -0.558
O -1.1046 1.6151 9.0852 0.308 0.458 0.190
C -0.3198 2.8590 -9.0400 -0.683 -0.320 -0.032
C 0.9438 2.1807 -9.4877 0.115 -0.512 -0.231
O 1.8911 3.2450 -9.4818 -0.133 0.235 0.193
C 1.4233 4.1905 -8.6157 -0.044 0.346 0.517
O 2.0442 5.1325 -8.2399 0.140 -0.077 -0.242
O 0.1561 3.9188 -8.2292 0.465 0.088 -0.263
H -0.9706 2.1982 -8.4695 0.032 0.202 0.099
H -0.8860 3.2809 -9.8754 0.030 -0.036 0.000
H 1.2749 1.4097 -8.7867 -0.026 0.065 0.021
H 0.8554 1.7410 -10.4811 0.173 0.151 0.000
Na 2.5341 5.7175 -3.3580 -0.975 -0.755 -0.683
C -3.5209 3.4080 -6.2299 0.351 0.241 0.154
Cl -4.6069 3.0143 -4.8908 -0.018 0.030 0.019
Cl -3.6576 2.2167 -7.5375 -0.037 -0.029 -0.107
H -3.7831 4.3877 -6.6198 -0.116 -0.167 -0.015
H -2.4946 3.4176 -5.8629 -0.086 -0.057 0.008
```
Positions in Å, forces in eV/Å.

lowest unoccupied orbital energy: -3.871 eV
highest occupied orbital energy: -5.25 eV
ΔE to the lowest compared entry with this formula, charge and spin: 74.11 kcal/mol
max |F|: 5.77 eV/A
orbital gap: 1.38 eV

[3]
The following is a quantum chemistry calculation of a structure of composition C37H49N3O3PY in a non-equilibrium geometry, from OMol25.

Geometry as XYZ:
```
94
Properties=species:S:1:pos:R:3:forces:R:3
Y -1.7298 -0.7074 0.6063 -0.424 -0.053 -0.145
O 3.4729 -1.9151 5.4322 0.169 0.414 0.024
C 2.6878 -0.9533 5.4724 -0.673 -0.134 0.816
O 2.5847 0.0495 6.2269 0.635 -0.608 -0.478
C 1.5156 -1.0451 4.4724 0.352 1.298 0.686
C 1.1907 -2.1573 3.7879 -0.546 -0.315 -1.249
C 0.1831 -2.0769 2.7667 0.147 0.850 2.608
N -0.5445 -0.9300 2.5858 0.719 0.417 -0.025
C -0.2281 0.1521 3.3753 -1.071 0.609 -1.060
C 0.7542 0.1539 4.3091 -0.381 -1.308 -0.871
C -1.0684 1.3752 3.0645 0.362 -3.024 -2.076
C -0.9746 2.4801 3.7942 -0.448 4.450 1.435
C -1.7746 3.6077 3.4677 -0.150 -1.658 0.081
C -2.6989 3.4540 2.4216 1.539 1.023 1.521
C -2.7080 2.3161 1.6640 0.071 -0.070 -0.132
N -1.8731 1.3031 1.9386 -0.104 -0.120 0.836
C -0.2557 -3.1755 2.0709 -1.491 -1.193 -3.244
C 0.0807 -4.5337 2.2527 0.629 0.789 0.471
C -0.4435 -5.5275 1.4866 -0.466 0.229 0.345
C -1.4564 -5.1963 0.5192 1.094 -0.483 0.741
C -1.6860 -3.8780 0.2895 -0.066 0.048 -0.413
N -1.1075 -2.8503 0.9645 0.429 -0.763 0.962
H 1.7247 -3.0918 3.9396 0.124 0.357 0.061
H 0.9519 0.9789 4.9377 0.407 0.597 0.516
H -0.2810 2.6628 4.6124 -0.077 -0.745 -0.130
H -1.7380 4.5062 4.1049 0.017 -0.461 -0.622
H -3.2555 4.3217 2.2261 -1.173 0.652 -0.664
H -3.4198 2.2918 0.8191 0.634 -0.607 0.345
H 0.7882 -4.7030 3.0563 -0.031 -0.476 -0.147
H -0.1175 -6.5347 1.7216 -0.301 -0.063 -0.336
H -1.9670 -5.9950 0.0152 -0.170 0.075 -0.391
H -2.3397 -3.5865 -0.5300 -0.192 0.048 0.158
C -4.7069 -1.8802 1.8857 -0.392 -0.627 -0.977
O -5.1906 -1.4589 0.5944 1.397 -0.160 0.655
C -4.0907 -0.8948 -0.0215 0.094 0.309 -0.167
C -4.5968 0.0483 -1.0365 -0.005 1.871 -1.025
H -4.5944 -0.9742 2.4671 0.126 -0.110 0.603
H -3.7600 -2.4261 1.7404 -0.099 0.265 0.264
H -5.4043 -2.6005 2.2883 -0.367 0.109 0.387
H -5.3182 -0.2764 -1.7820 -0.138 -0.789 -0.154
H -3.7964 0.5368 -1.6404 -0.157 -0.344 0.357
H -5.1602 0.9042 -0.5913 0.327 -0.313 0.205
C -0.3144 4.6773 -1.4400 -0.457 -0.161 -0.707
C -1.5043 3.6830 -1.5601 0.838 -0.489 0.977
C -1.0344 2.2557 -1.9349 1.054 0.278 1.584
C 0.4434 1.9796 -1.4518 -0.012 -0.390 -0.387
C 0.8030 2.7189 -0.1593 1.526 1.712 -2.353
C 0.6097 4.2482 -0.3038 0.324 0.177 -0.234
P 0.6305 0.1313 -1.1462 0.190 0.689 -0.848
C 2.4335 -0.1561 -0.6716 0.148 1.139 0.165
C 2.6085 -0.1471 0.8630 -0.317 -2.904 -0.244
C 3.9606 -0.8492 1.2193 -0.466 -0.188 -1.075
C 5.1390 -0.2772 0.3593 -1.058 -0.820 -0.354
C 4.7101 0.9997 -0.3341 0.033 1.095 -0.149
C 3.5430 0.7610 -1.3131 -0.219 0.002 -0.600
C 0.3783 -0.6760 -2.8254 0.386 -0.144 -0.418
C 1.0819 -0.0544 -4.0895 0.379 0.698 0.878
C 0.5659 -0.6863 -5.4060 -0.169 -0.629 0.884
C 0.1185 -2.1349 -5.1248 0.044 0.440 -0.697
C -1.1398 -2.1425 -4.2842 0.073 1.058 -0.085
C -1.0715 -1.0501 -3.1763 -0.859 0.150 0.268
H -0.7147 5.7138 -1.3398 0.423 -0.713 0.210
H 0.2764 4.6875 -2.3867 -0.550 -0.110 0.422
H -2.2364 4.0442 -2.2400 -0.595 0.243 -0.821
H -2.0414 3.5789 -0.6007 0.394 0.440 -0.124
H -1.0523 2.1215 -2.9875 -0.239 -0.335 -1.000
H -1.6775 1.4975 -1.4424 -0.072 0.331 -0.430
H 1.1480 2.3202 -2.2728 -0.678 -0.419 0.966
H 1.8467 2.5755 0.0975 0.404 -0.215 -0.336
H 0.3643 2.4432 0.7161 -2.082 -1.427 2.142
H 1.5952 4.6899 -0.4257 0.064 0.254 -0.171
H 0.2399 4.6382 0.6258 -0.303 0.197 0.585
H 2.6043 -1.2014 -0.9295 0.050 -0.081 -0.333
H 1.8346 -0.8650 1.2210 0.268 0.811 0.234
H 2.4788 0.7939 1.3500 -0.049 0.695 0.201
H 3.8797 -1.9593 1.0420 -0.126 1.050 0.122
H 4.1339 -0.7414 2.2780 0.186 0.128 0.375
H 5.3639 -0.9998 -0.4716 0.341 0.415 0.999
H 5.9383 -0.1282 1.0692 0.721 -0.007 -0.413
H 5.5256 1.4960 -0.9044 -0.288 -0.481 0.336
H 4.4119 1.7552 0.4144 0.012 -0.248 -0.149
H 3.9466 0.2609 -2.2156 -0.205 0.159 0.335
H 3.1780 1.7591 -1.6746 0.037 -0.894 0.410
H 0.8701 -1.6354 -2.6750 0.184 -0.245 0.271
H 2.1886 -0.1744 -3.9785 -0.799 -0.138 -0.128
H 0.9415 1.0494 -4.0684 -0.109 -0.591 -0.242
H 1.3467 -0.7192 -6.1456 0.300 0.340 -0.365
H -0.2876 -0.1265 -5.7894 0.052 0.092 -0.138
H 0.9106 -2.6316 -4.5666 0.175 -0.220 -0.171
H -0.0498 -2.6893 -6.0656 0.170 0.186 0.402
H -1.2550 -3.1456 -3.9065 -0.414 -0.232 0.442
H -2.0048 -1.8533 -4.8857 -0.011 -0.479 -0.157
H -1.6675 -1.4582 -2.3295 0.448 0.339 -0.021
H -1.6461 -0.1511 -3.5084 0.504 -0.545 0.170
```
Positions in Å, forces in eV/Å.

lowest unoccupied orbital energy (alpha / beta): -0.913 / -0.930 eV
highest occupied orbital energy (alpha / beta): -5.73 / -6.57 eV
ΔE to the lowest compared entry with this formula, charge and spin: 0.00 kcal/mol
max |F|: 4.70 eV/A
orbital gap (alpha / beta): 4.82 / 5.64 eV